No. 1
ORCA calculation (ωB97M-V/def2-TZVPD) on a molecular structure, C24H27GeN5O5Ru.

Geometry (Å):
Ru  -1.95  0.61  -0.99
N  -4.44  0.62  -0.41
N  -4.68  1.50  0.67
C  -3.89  2.55  0.89
N  -3.96  3.20  2.02
N  -3.13  2.89  -0.21
N  -2.28  3.85  -0.08
O  -1.97  4.48  0.87
O  -1.66  4.25  -1.23
H  -5.16  0.75  -1.11
H  -4.49  -0.32  -0.04
H  -5.35  1.22  1.37
H  -4.55  2.88  2.78
H  -3.39  4.02  2.18
C  -1.10  4.43  -3.49
C  -1.67  3.52  -2.47
O  -2.05  2.40  -2.58
H  -1.66  5.37  -3.52
H  -1.12  3.94  -4.46
H  -0.07  4.68  -3.21
O  -1.91  0.68  1.27
C  -0.76  1.23  1.24
O  -0.40  1.82  0.18
C  0.18  1.06  2.39
C  0.58  -0.42  2.48
Ge  1.38  -1.26  0.89
C  0.08  -1.19  -0.63
C  -1.12  -1.92  -0.58
C  -2.04  -1.89  -1.63
C  -1.76  -1.12  -2.78
C  -0.54  -0.43  -2.87
C  0.36  -0.48  -1.81
C  3.00  -0.39  0.28
C  3.02  0.97  -0.02
C  4.19  1.58  -0.45
C  5.36  0.83  -0.58
C  5.34  -0.52  -0.28
C  4.17  -1.13  0.15
C  1.62  -3.15  1.22
C  1.61  -3.67  2.51
C  1.81  -5.03  2.73
C  2.03  -5.88  1.65
C  2.04  -5.37  0.36
C  1.84  -4.02  0.15
H  -0.31  1.37  3.31
H  1.05  1.70  2.23
H  -0.30  -1.01  2.76
H  1.31  -0.53  3.28
H  -1.36  -2.50  0.30
H  -2.95  -2.46  -1.57
H  -2.47  -1.10  -3.60
H  -0.31  0.13  -3.77
H  1.30  0.07  -1.88
H  2.12  1.58  0.07
H  4.21  2.64  -0.67
H  6.27  1.30  -0.90
H  6.25  -1.11  -0.37
H  4.17  -2.19  0.39
H  1.44  -3.02  3.36
H  1.81  -5.42  3.74
H  2.20  -6.93  1.82
H  2.22  -6.03  -0.48
H  1.86  -3.64  -0.87

Properties
Orbital gap (spin up / spin down) ... 5.8 / 5.7 eV
DFT total energy ... -102092.8367 eV
LUMO (spin up / spin down) ... -7.627 / -7.684 eV
HOMO energy (spin up / spin down) ... -13.4194 / -13.4243 eV
Total charge ... +2
Multiplicity ... 5
⟨S²⟩ ... 6.012

***

No. 2
ORCA calculation (ωB97M-V/def2-TZVPD) on 18 unconnected molecules or ions with the total composition C53H82F5N20O2 in a non-equilibrium geometry.

Geometry (Å):
C  -2.98  -1.42  -0.67
C  -2.67  -2.53  -1.64
C  -1.79  -3.53  -0.98
C  -0.31  -3.19  -0.93
C  0.39  -2.97  -2.27
C  0.99  -1.62  -2.56
C  1.87  -1.07  -1.47
C  2.92  -2.04  -0.94
C  4.05  -1.41  -0.15
C  3.89  -1.47  1.35
C  2.84  -0.63  1.90
C  2.38  0.48  1.46
N  1.40  0.90  2.32
C  0.63  2.11  2.15
O  -0.59  1.99  2.77
N  -1.46  1.08  1.98
O  -2.25  0.60  2.63
C  1.29  0.04  3.27
N  2.15  -0.90  3.04
C  2.37  -2.06  3.86
C  1.18  -2.46  4.69
C  1.17  -1.92  6.12
C  -0.16  -1.44  6.59
F  -1.14  -2.07  5.96
F  -0.27  -1.75  7.87
C  -0.42  0.09  6.49
F  -1.22  0.35  5.51
F  0.71  0.74  6.28
F  -0.95  0.55  7.58
H  -2.12  -0.79  -0.57
H  -3.82  -0.89  -1.00
H  -3.23  -1.88  0.25
H  -3.61  -3.00  -1.85
H  -2.29  -2.17  -2.57
H  -2.11  -3.55  0.04
H  -1.94  -4.51  -1.37
H  -0.21  -2.37  -0.25
H  0.17  -4.02  -0.48
H  -0.32  -3.14  -3.04
H  1.17  -3.68  -2.33
H  1.47  -1.63  -3.50
H  0.19  -0.92  -2.66
H  1.23  -0.79  -0.67
H  2.39  -0.20  -1.83
H  3.37  -2.50  -1.77
H  2.48  -2.82  -0.35
H  4.28  -0.41  -0.46
H  4.92  -2.00  -0.33
H  3.66  -2.48  1.58
H  4.80  -1.25  1.85
H  2.65  1.04  0.62
H  1.13  2.96  2.55
H  0.48  2.23  1.10
H  0.60  0.14  4.05
H  3.19  -1.90  4.51
H  2.64  -2.88  3.24
H  0.29  -2.25  4.15
H  1.25  -3.52  4.75
H  1.94  -1.19  6.25
H  1.42  -2.72  6.76
C  -6.44  1.66  -0.58
C  -6.26  0.23  -0.62
N  -6.18  -0.92  -0.62
H  -7.47  1.90  -0.83
H  -6.22  2.03  0.42
H  -5.77  2.14  -1.29
C  -2.67  -3.81  -6.23
C  -2.23  -4.35  -4.97
N  -1.86  -4.75  -3.95
H  -2.57  -4.56  -7.01
H  -3.71  -3.51  -6.15
H  -2.06  -2.94  -6.48
C  -6.66  -5.57  -4.57
C  -6.20  -4.57  -5.51
N  -5.85  -3.76  -6.25
H  -6.44  -5.24  -3.56
H  -7.74  -5.69  -4.68
H  -6.17  -6.52  -4.76
C  -4.21  -3.51  5.90
C  -5.01  -4.62  5.43
N  -5.64  -5.51  5.06
H  -4.16  -2.74  5.13
H  -4.64  -3.09  6.80
H  -3.20  -3.86  6.12
C  -9.55  -2.00  -5.78
C  -9.86  -3.41  -5.66
N  -10.10  -4.53  -5.57
H  -10.47  -1.43  -5.92
H  -9.05  -1.65  -4.88
H  -8.90  -1.84  -6.63
C  5.85  -4.54  -4.12
C  4.49  -4.08  -4.03
N  3.40  -3.72  -3.94
H  6.11  -4.72  -5.15
H  6.52  -3.79  -3.70
H  5.97  -5.48  -3.56
C  1.11  4.18  5.80
C  1.15  4.68  4.45
N  1.18  5.08  3.37
H  1.83  3.37  5.91
H  1.37  4.98  6.49
H  0.11  3.82  6.03
C  2.66  6.95  1.19
C  2.73  7.47  -0.16
N  2.79  7.87  -1.23
H  3.34  6.12  1.31
H  2.93  7.74  1.90
H  1.66  6.61  1.42
C  -3.08  4.73  1.91
C  -3.72  4.43  0.66
N  -4.22  4.20  -0.35
H  -2.03  4.95  1.74
H  -3.56  5.60  2.37
H  -3.17  3.89  2.59
C  6.48  5.38  2.76
C  5.44  4.40  2.53
N  4.59  3.66  2.32
H  6.53  6.07  1.93
H  6.27  5.94  3.67
H  7.44  4.88  2.86
C  -10.27  2.96  -2.94
C  -9.33  1.89  -3.22
N  -8.59  1.04  -3.44
H  -11.24  2.71  -3.36
H  -10.37  3.09  -1.86
H  -9.91  3.89  -3.38
C  6.84  9.36  0.58
C  7.36  8.77  1.79
N  7.78  8.30  2.76
H  6.93  8.66  -0.24
H  5.79  9.62  0.72
H  7.40  10.26  0.35
C  10.60  8.84  4.82
C  11.81  9.62  4.71
N  12.78  10.24  4.62
H  10.82  7.86  5.22
H  9.90  9.35  5.48
H  10.14  8.73  3.84
C  0.98  0.57  -6.17
C  0.30  -0.69  -5.98
N  -0.27  -1.68  -5.91
H  1.37  0.92  -5.22
H  1.80  0.44  -6.87
H  0.28  1.31  -6.56
C  -3.79  4.15  -7.10
C  -2.50  3.58  -6.78
N  -1.46  3.16  -6.54
H  -3.76  5.22  -6.95
H  -4.03  3.93  -8.14
H  -4.54  3.72  -6.46
C  -0.74  -5.58  3.02
C  0.39  -5.05  2.30
N  1.30  -4.60  1.75
H  -0.70  -5.27  4.06
H  -1.66  -5.22  2.58
H  -0.73  -6.67  2.98
C  5.46  -9.17  -1.87
C  6.23  -8.18  -2.58
N  6.84  -7.39  -3.15
H  6.03  -9.54  -1.02
H  4.53  -8.73  -1.51
H  5.23  -10.00  -2.53

Properties
Orbital gap ... 8.3 eV
DFT total energy ... -103761.8267 eV
LUMO ... -3.066 eV
HOMO energy ... -11.3477 eV
Total charge ... +1

***

No. 3
ORCA calculation (ωB97M-V/def2-TZVPD) on a molecular structure, C37H40N6OPdSSe in a non-equilibrium geometry.

Geometry (Å):
Pd  0.54  0.07  0.17
S  -5.14  3.06  4.27
N  -5.16  1.99  3.08
C  -3.91  1.79  2.71
C  -3.46  0.87  1.69
C  -4.32  0.03  0.97
C  -3.78  -0.86  0.06
C  -2.40  -0.86  -0.13
N  -1.59  -0.05  0.52
C  -2.09  0.80  1.44
C  -1.14  1.59  2.20
N  0.18  1.44  1.94
C  1.08  2.06  2.67
C  0.74  2.91  3.71
C  -0.60  3.11  4.00
C  -1.56  2.45  3.23
C  -2.98  2.55  3.47
N  -3.56  3.31  4.38
H  -5.38  0.08  1.16
H  -4.41  -1.54  -0.49
H  -1.94  -1.56  -0.82
H  2.12  1.87  2.42
H  1.51  3.40  4.29
H  -0.92  3.76  4.80
C  5.01  3.48  1.29
C  4.79  4.21  -0.03
C  3.56  5.12  -0.03
C  2.22  4.37  -0.09
N  1.99  3.74  -1.39
C  2.06  2.43  -1.70
Se  2.62  1.07  -0.52
N  1.81  2.27  -3.01
C  1.84  1.02  -3.76
C  2.92  0.97  -4.85
C  4.35  0.77  -4.35
C  4.95  1.97  -3.63
C  1.54  3.52  -3.57
C  1.18  3.90  -4.85
C  0.99  5.25  -5.07
C  1.15  6.19  -4.04
C  1.48  5.81  -2.76
C  1.67  4.45  -2.54
H  5.95  2.92  1.26
H  4.22  2.76  1.50
H  5.07  4.19  2.12
H  4.71  3.48  -0.84
H  5.66  4.82  -0.24
H  3.62  5.79  -0.89
H  3.56  5.74  0.87
H  1.40  5.08  0.07
H  2.16  3.60  0.67
H  0.86  0.88  -4.22
H  2.00  0.21  -3.04
H  2.87  1.87  -5.45
H  2.66  0.13  -5.50
H  4.97  0.56  -5.23
H  4.40  -0.11  -3.70
H  4.80  2.89  -4.19
H  6.03  1.83  -3.51
H  4.53  2.09  -2.63
H  1.05  3.19  -5.65
H  0.72  5.60  -6.06
H  1.00  7.24  -4.26
H  1.59  6.54  -1.96
C  6.52  -2.40  -1.21
C  5.23  -2.45  -0.45
C  5.22  -2.30  0.94
C  4.05  -2.30  1.67
C  4.11  -2.14  3.17
C  2.82  -2.42  0.99
C  1.59  -2.36  1.77
O  0.49  -1.95  1.38
C  2.80  -2.59  -0.42
C  1.53  -2.77  -1.20
C  4.01  -2.63  -1.10
H  7.34  -2.77  -0.60
H  6.74  -1.37  -1.48
H  6.46  -2.98  -2.13
H  6.16  -2.17  1.46
H  5.14  -1.98  3.48
H  3.74  -3.03  3.67
H  3.52  -1.29  3.51
H  1.65  -2.76  2.79
H  0.81  -3.39  -0.68
H  1.74  -3.21  -2.17
H  1.03  -1.79  -1.39
H  4.01  -2.81  -2.17

Properties
Orbital gap (spin up / spin down) ... 6.1 / 6.1 eV
DFT total energy ... -129656.4613 eV
LUMO (spin up / spin down) ... -7.659 / -7.700 eV
HOMO energy (spin up / spin down) ... -13.7564 / -13.8165 eV
Total charge ... +2

***

No. 4
ORCA calculation (ωB97M-V/def2-TZVPD) on a molecular structure, FeO8P2 in a non-equilibrium geometry.

Geometry (Å):
Fe  0.13  -0.17  0.17
P  -1.91  -1.25  0.25
O  -3.34  -1.80  0.09
O  -1.53  -0.27  -0.88
O  -0.49  -1.90  0.05
O  -1.43  -0.20  1.23
P  1.88  1.29  -0.20
O  1.42  0.20  -1.13
O  3.10  2.17  -0.53
O  1.77  0.29  0.99
O  0.41  1.63  -0.04

Properties
Orbital gap (spin up / spin down) ... 6.9 / 5.2 eV
DFT total energy ... -69346.4860 eV
LUMO (spin up / spin down) ... 6.318 / 4.767 eV
HOMO energy (spin up / spin down) ... -0.5504 / -0.3930 eV
Total charge ... -2
Multiplicity ... 7
⟨S²⟩ ... 12.016

***

No. 5
ORCA calculation (ωB97M-V/def2-TZVPD) on 12 unconnected molecules or ions with the total composition C42H77Cl3F12N14P2 in a non-equilibrium geometry.

Geometry (Å):
C  -16.62  -1.62  5.06
C  -15.88  -2.85  5.55
N  -14.59  -2.98  4.87
C  -14.20  -4.00  4.14
C  -12.94  -3.74  3.66
N  -12.72  -2.38  4.00
C  -13.71  -1.96  4.84
C  -11.67  -1.52  3.52
H  -17.63  -1.44  5.44
H  -16.64  -1.64  3.97
H  -16.12  -0.69  5.33
H  -16.60  -3.65  5.33
H  -15.66  -2.97  6.61
H  -15.00  -4.71  4.04
H  -12.16  -4.22  3.08
H  -13.91  -0.93  5.09
H  -11.07  -1.18  4.37
H  -12.09  -0.64  3.04
H  -11.14  -2.11  2.77
C  5.54  8.26  -3.44
C  4.77  9.46  -3.04
N  3.58  9.58  -3.89
C  3.56  9.53  -5.27
C  2.22  9.44  -5.54
N  1.41  9.43  -4.40
C  2.34  9.53  -3.40
C  -0.01  9.03  -4.34
H  4.92  7.36  -3.52
H  6.45  8.05  -2.87
H  5.92  8.52  -4.42
H  5.45  10.26  -3.33
H  4.58  9.53  -1.97
H  4.51  9.37  -5.76
H  1.85  9.39  -6.56
H  2.04  9.48  -2.36
H  -0.45  8.49  -5.18
H  -0.51  9.98  -4.17
H  -0.08  8.47  -3.41
C  -2.05  -2.00  -0.47
C  -1.23  -2.38  0.80
N  -0.30  -1.29  1.07
C  -0.44  -0.29  2.03
C  0.67  0.57  2.08
N  1.45  0.07  1.05
C  0.90  -1.04  0.46
C  2.67  0.78  0.62
H  -2.73  -2.82  -0.73
H  -1.30  -1.93  -1.25
H  -2.61  -1.07  -0.36
H  -0.68  -3.29  0.56
H  -1.74  -2.55  1.74
H  -1.29  -0.21  2.69
H  0.91  1.50  2.56
H  1.34  -1.53  -0.40
H  2.82  1.66  1.26
H  2.51  1.02  -0.43
H  3.57  0.17  0.72
C  -7.98  -8.49  -8.79
C  -8.37  -9.73  -7.92
N  -7.34  -9.83  -6.84
C  -7.01  -8.94  -5.83
C  -5.88  -9.34  -5.15
N  -5.42  -10.40  -5.86
C  -6.36  -10.74  -6.83
C  -4.19  -11.19  -5.71
H  -6.96  -8.54  -9.18
H  -7.93  -7.53  -8.29
H  -8.53  -8.41  -9.73
H  -8.42  -10.69  -8.42
H  -9.29  -9.37  -7.46
H  -7.62  -8.09  -5.57
H  -5.25  -8.94  -4.37
H  -6.21  -11.46  -7.62
H  -4.12  -11.53  -4.67
H  -3.34  -10.53  -5.90
H  -4.17  -11.98  -6.46
C  -4.90  6.57  3.31
C  -4.19  5.37  2.75
N  -4.93  4.77  1.62
C  -6.22  4.33  1.62
C  -6.60  3.96  0.35
N  -5.52  4.15  -0.47
C  -4.46  4.59  0.27
C  -5.49  3.66  -1.86
H  -4.79  7.37  2.58
H  -4.38  6.97  4.18
H  -5.94  6.39  3.60
H  -3.96  4.55  3.44
H  -3.21  5.81  2.57
H  -6.86  4.28  2.49
H  -7.48  3.51  -0.09
H  -3.48  4.75  -0.14
H  -4.79  2.82  -1.86
H  -5.11  4.44  -2.51
H  -6.48  3.31  -2.18
C  15.76  2.11  8.28
C  14.53  2.40  9.17
N  13.25  2.00  8.56
C  12.57  0.79  8.84
C  11.34  0.99  8.20
N  11.13  2.30  7.79
C  12.40  2.92  7.98
C  9.98  2.89  7.18
H  15.68  2.51  7.27
H  15.95  1.04  8.20
H  16.60  2.60  8.77
H  14.49  3.48  9.31
H  14.65  1.96  10.16
H  13.04  -0.06  9.31
H  10.56  0.26  8.05
H  12.61  3.98  7.91
H  9.34  3.26  7.98
H  9.50  2.15  6.54
H  10.40  3.71  6.60
C  7.73  -2.76  -2.76
C  8.06  -2.81  -4.29
N  7.89  -1.53  -5.06
C  8.77  -0.45  -4.94
C  8.24  0.51  -5.85
N  7.11  0.01  -6.45
C  6.93  -1.23  -5.99
C  6.23  0.60  -7.46
H  7.97  -3.66  -2.21
H  6.69  -2.45  -2.60
H  8.17  -1.88  -2.30
H  7.50  -3.56  -4.84
H  9.07  -3.18  -4.44
H  9.50  -0.58  -4.16
H  8.57  1.51  -6.08
H  6.27  -2.04  -6.30
H  6.02  1.62  -7.15
H  5.30  0.04  -7.57
H  6.66  0.62  -8.47
Cl  3.22  7.74  3.37
Cl  0.62  2.90  -4.92
Cl  -5.38  0.34  7.90
P  13.37  2.34  0.95
F  12.80  3.77  1.40
F  12.95  2.76  -0.57
F  14.88  2.81  0.68
F  13.72  0.84  0.36
F  13.80  1.94  2.49
F  11.84  1.71  1.11
P  -6.50  -9.48  2.74
F  -5.22  -8.69  2.12
F  -6.74  -8.15  3.55
F  -7.40  -9.03  1.41
F  -7.79  -10.13  3.50
F  -6.25  -10.78  1.84
F  -5.45  -10.10  3.93

Properties
Orbital gap ... 3.5 eV
DFT total energy ... -154405.6282 eV
LUMO ... -3.665 eV
HOMO energy ... -7.1815 eV
Total charge ... +2

***

No. 6
ORCA calculation (ωB97M-V/def2-TZVPD) on a single C2H4N4 molecule.

Geometry (Å):
N  0.56  1.72  -0.13
C  0.15  0.40  -0.23
N  -1.04  0.03  -0.63
C  -1.08  -1.28  -0.25
N  0.01  -1.76  0.29
N  0.83  -0.67  0.29
H  1.02  1.90  0.75
H  -0.25  2.32  -0.23
H  -2.01  -1.83  -0.25
H  1.82  -0.85  0.38

Properties
Orbital gap ... 9.9 eV
DFT total energy ... -8099.0388 eV
LUMO ... 0.835 eV
SMILES ... Nc1ncn[nH]1
HOMO energy ... -9.0314 eV